{
  "formula": "C23H30B3I3N5O4P",
  "method": "wB97M-V/def2-TZVPD",
  "elements": ["C", "C", "I", "C", "I", "B", "O", "B", "O", "B", "P", "O", "I", "O", "H", "H", "H", "H", "H", "N", "C", "C", "C", "C", "H", "H", "H", "H", "H", "N", "C", "C", "C", "C", "H", "H", "H", "H", "H", "N", "C", "C", "C", "C", "H", "H", "H", "H", "H", "N", "C", "C", "C", "C", "H", "H", "H", "H", "H", "N", "C", "C", "C", "C", "H", "H", "H", "H", "H"],
  "xyz": [[-1.77910, -2.46597, -2.37819], [-0.79782, -2.17969, -1.28460], [1.18903, -2.77191, -1.74897], [-1.06102, -1.59971, -0.14848], [-3.07405, -0.99697, 0.23082], [-0.08226, -1.22339, 1.01240], [-0.35481, -0.05933, 1.71747], [0.73576, 0.78985, 1.68301], [1.98074, 0.22856, 1.90265], [2.10399, -1.05945, 1.43362], [3.80828, -1.63696, 0.67542], [4.49582, -0.22976, 0.10668], [5.21782, -2.34902, 2.52853], [1.03192, -1.93694, 1.43289], [-2.75994, -2.68958, -1.98551], [-1.76766, -1.60690, -3.04496], [-1.43604, -3.34055, -2.91860], [0.54916, 1.94337, 1.49381], [4.12104, -0.08506, -0.77790], [7.21947, 0.65527, 1.76051], [7.84540, 0.96372, 0.58625], [9.03783, 1.56638, 0.88978], [9.13538, 1.61907, 2.30607], [7.99866, 1.04684, 2.81317], [6.32329, 0.20852, 1.83815], [7.38948, 0.72922, -0.36018], [9.75997, 1.92812, 0.17687], [9.94629, 2.02889, 2.88491], [7.67847, 0.88593, 3.82864], [0.84521, -0.49407, -4.39688], [0.93960, 0.82524, -4.04942], [1.36873, 1.52165, -5.14892], [1.53496, 0.58528, -6.20317], [1.20139, -0.64771, -5.70805], [0.55716, -1.23683, -3.77834], [0.69508, 1.15431, -3.05286], [1.54328, 2.58361, -5.19297], [1.86164, 0.79280, -7.20842], [1.19019, -1.61916, -6.17282], [-3.18345, 0.76998, 3.72900], [-4.13351, 0.01445, 4.35856], [-4.99880, 0.86721, 4.99111], [-4.55236, 2.19034, 4.72733], [-3.43224, 2.09607, 3.94472], [-2.41815, 0.40497, 3.18772], [-4.11216, -1.06056, 4.30262], [-5.85665, 0.57629, 5.57543], [-5.00330, 3.10757, 5.07033], [-2.79428, 2.85520, 3.52545], [-6.01519, 3.01611, 7.83896], [-6.96621, 2.26185, 8.46838], [-7.83040, 3.11541, 9.10087], [-7.38476, 4.43841, 8.83841], [-6.26490, 4.34299, 8.05599], [-5.24953, 2.65075, 7.29918], [-6.94558, 1.18676, 8.41296], [-8.68707, 2.82466, 9.68564], [-7.83507, 5.35394, 9.18393], [-5.62632, 5.10208, 7.63720], [0.01892, -3.11057, -8.50499], [-0.33642, -2.92414, -9.81290], [0.20283, -3.94758, -10.54441], [0.90838, -4.78793, -9.64154], [0.77444, -4.24659, -8.39180], [-0.23600, -2.50642, -7.74498], [-0.93874, -2.08224, -10.10827], [0.10276, -4.08072, -11.60852], [1.45101, -5.68647, -9.88308], [1.15039, -4.56948, -7.43572]],
  "forces_ev_per_angstrom": [[0.88, -0.41, -0.04], [0.06, -0.82, -1.17], [-0.19, -0.06, 0.19], [-0.23, 0.51, 1.73], [0.32, 0.00, 0.07], [-1.10, -0.50, 0.99], [0.09, 0.36, -1.01], [-0.27, 0.26, 1.24], [-0.35, 0.30, -1.23], [1.18, -0.29, 1.76], [0.14, -1.03, -1.15], [-0.39, 0.07, 0.47], [-0.32, 0.35, 0.07], [0.17, 0.60, -1.33], [-0.26, 0.26, 0.03], [-0.39, 0.04, -0.22], [-0.03, -0.07, -0.31], [0.24, 0.09, 0.13], [0.37, 0.02, 0.14], [0.08, 0.07, 0.01], [-0.07, 0.01, -0.01], [0.02, 0.00, -0.03], [0.03, 0.00, 0.03], [-0.07, -0.02, 0.00], [0.04, 0.06, -0.07], [0.00, 0.01, 0.00], [0.00, -0.01, 0.00], [0.00, 0.00, 0.00], [0.01, 0.02, 0.00], [-0.19, 0.05, -0.05], [0.02, -0.04, 0.05], [-0.01, 0.03, 0.03], [-0.01, -0.01, -0.05], [-0.06, -0.06, 0.02], [0.17, 0.17, -0.22], [0.00, 0.02, -0.02], [0.00, 0.00, 0.00], [0.01, 0.00, 0.00], [0.11, 0.00, 0.00], [0.00, 0.00, 0.00], [0.09, -0.04, -0.02], [-0.03, -0.02, 0.04], [-0.02, 0.10, 0.06], [0.10, -0.05, 0.00], [-0.04, 0.02, -0.06], [-0.02, 0.00, 0.01], [-0.02, 0.00, -0.03], [-0.04, 0.01, -0.09], [-0.02, 0.01, 0.01], [0.00, 0.00, -0.02], [0.06, -0.04, -0.01], [-0.03, -0.02, 0.00], [-0.01, 0.04, 0.00], [0.06, -0.02, -0.02], [-0.03, -0.02, 0.01], [-0.01, 0.00, 0.02], [0.00, 0.00, -0.01], [0.00, 0.00, 0.00], [-0.01, 0.01, 0.02], [-0.02, -0.04, 0.01], [0.00, 0.06, 0.02], [-0.02, 0.00, -0.02], [0.01, -0.03, 0.00], [0.01, 0.05, 0.07], [-0.03, 0.01, -0.06], [0.01, 0.00, -0.02], [0.00, 0.00, 0.00], [0.00, 0.00, 0.00], [0.01, -0.02, -0.02]],
  "charge": 0,
  "homo_lumo_gap_ev": 7.07
}